C54H120N6O9 as an isolated structure in a non-equilibrium geometry, computed with ωB97M-V/def2-TZVPD.

Values from the calculation:
Kohn-Sham gap = 7.235 eV
ΔE to the lowest compared entry with this formula, charge and spin = 37.0523 eV
total charge = 0
HOMO energy = -0.2611 Ha

Each line ends with the Löwdin charge.
Positions of all 189 atoms, in Å:
C -25.526 -13.088 20.750  -0.021
C -26.848 -13.724 21.249  -0.359
C -27.338 -12.802 22.419  -0.150
C -27.722 -11.380 22.052  -0.187
C -28.890 -11.441 21.052  -0.115
C -28.632 -12.395 19.776  -0.467
N -27.970 -13.600 20.245  -0.132
O -27.879 -14.567 19.269  0.005
C -30.055 -12.786 19.304  -0.057
C -27.989 -11.591 18.647  -0.040
C -26.774 -15.168 21.741  -0.041
H -24.760 -12.781 21.461  0.052
H -25.653 -12.181 20.159  0.086
H -25.152 -13.871 20.090  0.064
H -28.140 -13.174 23.057  0.118
H -26.538 -12.736 23.155  0.090
H -26.909 -10.852 21.552  0.106
H -28.136 -10.923 22.951  0.111
H -29.052 -10.390 20.808  0.111
H -29.748 -11.821 21.606  0.107
H -30.233 -13.522 18.520  0.077
H -30.640 -13.304 20.064  0.077
H -30.669 -11.895 19.172  0.086
H -28.520 -10.670 18.406  0.080
H -26.940 -11.314 18.748  0.067
H -28.063 -12.131 17.703  0.079
H -26.360 -15.866 21.013  -0.077
H -27.706 -15.640 22.052  0.131
H -26.153 -15.260 22.632  0.130
H -28.710 -14.985 19.508  0.101
C -22.924 -7.058 23.490  -0.052
C -22.692 -7.458 22.035  -0.434
C -21.528 -6.728 21.391  -0.135
C -20.169 -7.405 21.519  -0.165
C -20.172 -8.800 20.965  -0.201
C -21.264 -9.647 21.802  -0.352
N -22.609 -8.954 21.829  -0.095
O -23.640 -9.710 22.347  0.008
C -21.389 -11.034 21.083  -0.112
C -20.630 -9.899 23.150  -0.023
C -24.006 -6.858 21.287  -0.034
H -22.081 -7.409 24.086  0.076
H -23.878 -7.363 23.921  0.082
H -22.919 -6.002 23.759  0.087
H -21.666 -6.504 20.333  0.117
H -21.416 -5.738 21.834  0.123
H -19.869 -7.480 22.564  0.105
H -19.433 -6.783 21.010  0.115
H -19.209 -9.253 21.199  0.137
H -20.099 -8.778 19.878  0.044
H -20.555 -11.654 20.754  0.022
H -22.045 -11.623 21.724  0.072
H -21.913 -10.797 20.156  0.115
H -20.354 -9.138 23.880  0.077
H -21.502 -10.384 23.589  0.082
H -19.730 -10.509 23.077  0.099
H -23.969 -6.928 20.200  0.070
H -24.401 -5.873 21.535  0.077
H -24.896 -7.457 21.479  0.062
H -23.528 -9.479 23.272  0.081
C -19.047 -16.054 15.379  -0.007
C -18.002 -16.652 16.354  -0.429
C -17.109 -17.700 15.586  -0.108
C -15.866 -18.241 16.346  -0.190
C -15.015 -17.127 16.897  -0.131
C -15.911 -16.122 17.741  -0.418
N -17.057 -15.692 16.937  -0.118
O -17.699 -14.702 17.503  -0.149
C -16.072 -16.620 19.215  -0.022
C -15.029 -14.896 17.965  -0.064
C -18.751 -17.431 17.509  -0.029
H -18.559 -15.570 14.533  0.084
H -19.653 -15.286 15.861  0.063
H -19.671 -16.879 15.036  0.089
H -17.747 -18.561 15.386  0.111
H -16.938 -17.331 14.575  0.107
H -15.230 -19.015 15.915  0.108
H -16.138 -18.897 17.173  0.100
H -14.654 -16.611 16.007  0.114
H -14.127 -17.516 17.396  0.119
H -15.161 -16.893 19.748  0.081
H -16.405 -15.836 19.895  0.071
H -16.670 -17.508 19.420  0.070
H -14.032 -15.105 18.353  0.103
H -14.712 -14.412 17.041  0.105
H -15.472 -14.113 18.580  0.052
H -18.321 -18.321 17.969  0.083
H -19.713 -17.708 17.079  0.088
H -18.929 -16.694 18.292  0.050
H -17.050 -14.013 17.340  -0.021
C -22.463 -16.452 21.965  -0.018
C -22.765 -15.490 20.810  -0.342
C -22.883 -14.052 21.439  -0.114
C -22.674 -12.866 20.464  -0.205
C -21.397 -13.009 19.653  -0.135
C -21.277 -14.415 18.917  -0.326
N -21.609 -15.524 19.844  -0.092
O -21.225 -16.766 19.364  -0.021
C -22.167 -14.571 17.691  -0.010
C -19.710 -14.482 18.511  -0.022
C -24.034 -15.824 20.077  -0.044
H -23.134 -16.318 22.813  0.069
H -21.454 -16.245 22.321  0.091
H -22.531 -17.508 21.704  0.068
H -23.924 -13.868 21.703  0.037
H -22.406 -13.791 22.384  0.120
H -22.759 -11.946 21.044  0.036
H -23.467 -12.882 19.718  0.109
H -20.564 -12.998 20.357  0.078
H -21.384 -12.120 19.022  0.117
H -23.168 -14.139 17.707  0.081
H -21.706 -14.134 16.805  0.078
H -22.211 -15.629 17.432  0.083
H -19.449 -15.318 17.861  0.044
H -19.416 -13.524 18.083  0.056
H -18.981 -14.358 19.311  0.098
H -24.923 -15.957 20.694  -0.096
H -23.862 -16.805 19.633  0.084
H -24.321 -15.100 19.315  0.103
H -22.028 -16.918 18.860  0.131
C -28.002 -19.247 19.966  -0.039
C -27.004 -20.009 20.842  -0.481
C -25.920 -20.580 19.865  -0.133
C -24.759 -19.663 19.410  -0.128
C -24.183 -18.911 20.672  -0.137
C -25.203 -18.338 21.627  -0.322
N -26.297 -19.300 21.906  -0.101
O -27.150 -18.916 22.972  -0.010
C -24.529 -17.970 23.007  -0.036
C -25.803 -16.941 21.010  -0.141
C -27.852 -21.185 21.445  -0.039
H -28.404 -19.929 19.217  0.086
H -27.515 -18.397 19.488  0.069
H -28.815 -18.770 20.513  0.084
H -25.423 -21.471 20.250  0.115
H -26.399 -20.920 18.946  0.108
H -25.191 -18.879 18.788  0.100
H -23.946 -20.221 18.946  0.117
H -23.553 -18.155 20.203  0.068
H -23.570 -19.580 21.275  0.133
H -24.910 -17.150 23.616  0.089
H -24.500 -18.838 23.667  0.085
H -23.440 -17.930 22.988  0.044
H -26.801 -16.723 21.392  0.076
H -25.101 -16.145 21.258  0.025
H -25.887 -16.937 19.924  0.142
H -28.694 -20.734 21.972  0.075
H -27.436 -21.998 22.040  0.078
H -28.178 -21.814 20.617  0.076
H -26.830 -19.464 23.693  0.099
C -19.365 -10.472 16.766  -0.009
C -18.891 -9.898 18.136  -0.387
C -19.644 -10.520 19.346  -0.156
C -19.070 -11.894 19.805  -0.191
C -17.516 -11.917 19.889  -0.061
C -16.798 -11.389 18.629  -0.454
N -17.369 -10.094 18.176  -0.106
O -16.598 -9.362 17.261  0.009
C -15.282 -11.271 18.908  -0.021
C -16.856 -12.438 17.548  -0.056
C -19.217 -8.410 18.157  -0.034
H -19.635 -11.518 16.619  0.077
H -18.615 -10.198 16.025  0.074
H -20.302 -9.981 16.502  0.086
H -19.751 -10.014 20.306  0.004
H -20.679 -10.589 19.011  0.112
H -19.234 -12.668 19.056  0.035
H -19.511 -12.227 20.744  0.096
H -17.360 -12.972 20.118  0.120
H -17.191 -11.333 20.750  0.119
H -14.932 -12.203 19.353  0.075
H -14.774 -11.116 17.956  0.087
H -15.027 -10.565 19.699  0.088
H -17.884 -12.668 17.267  0.085
H -16.490 -12.170 16.556  0.127
H -16.380 -13.383 17.807  0.025
H -18.594 -7.915 18.901  0.098
H -20.223 -8.304 18.563  0.084
H -19.052 -7.813 17.260  0.098
H -16.895 -9.729 16.426  0.071
O -19.747 -16.727 21.144  -0.051
H -19.072 -16.214 21.587  0.062
H -20.194 -16.098 20.578  -0.001
O -20.340 -18.478 19.563  -0.086
H -20.652 -17.647 19.203  -0.242
H -19.517 -18.257 19.998  0.012
O -23.980 -13.159 23.136  -0.100
H -24.455 -12.377 23.418  0.069
H -23.588 -13.504 23.939  0.091